1.
{"formula": "C10H13O3", "method": "ωB97M-V/def2-TZVPD", "species": ["C", "C", "C", "C", "C", "C", "C", "O", "H", "H", "H", "H", "H", "H", "H", "H", "C", "C", "C", "O", "O", "H", "H", "H", "H", "H"], "positions_angstrom": [[-1.161, -2.605, 2.721], [1.577, -0.612, 0.860], [0.906, 0.651, 0.927], [0.889, -1.693, 1.432], [-0.308, -1.515, 2.184], [-0.109, 0.881, 1.892], [-0.880, -0.272, 2.356], [1.594, 1.653, 0.292], [2.422, -0.693, 0.262], [1.332, -2.699, 1.422], [-0.723, 1.920, 2.089], [1.027, 2.240, -0.345], [-1.187, -2.528, 3.901], [-0.753, -3.632, 2.603], [-1.825, -0.192, 2.920], [-2.209, -2.571, 2.315], [0.326, 1.412, -3.318], [-0.011, 0.014, -2.604], [-0.341, 2.498, -2.433], [-0.104, 2.872, -1.268], [-1.338, 3.134, -2.952], [1.291, 1.635, -3.263], [0.024, 1.322, -4.390], [-0.647, -0.037, -1.777], [0.831, -0.646, -2.496], [-0.623, -0.535, -3.330]], "forces_ev_per_angstrom": [[-0.25, -1.67, 2.41], [-4.14, 0.01, 1.39], [1.97, 1.20, 1.02], [0.32, 0.14, 0.87], [-0.18, 0.00, -1.00], [-3.93, 0.43, -0.40], [2.52, 1.94, -0.45], [-0.56, -0.11, 0.03], [1.38, -0.20, -0.86], [-0.25, 0.36, -0.21], [2.30, -2.41, -0.93], [-0.59, -0.47, 0.30], [-0.35, 0.03, -2.16], [-0.22, 0.54, -0.41], [0.67, 0.26, -0.34], [1.00, -0.09, 0.49], [-4.11, -1.79, 2.00], [0.41, -0.01, -3.28], [-4.83, 3.28, -2.43], [3.10, -1.67, 1.84], [1.24, -1.70, -1.17], [4.49, 0.42, 0.13], [-0.16, 0.74, 1.14], [-0.47, 0.79, 1.76], [0.64, -0.02, 0.47], [0.00, -0.01, -0.21]], "e_homo_ha": -0.14261, "charge": -1, "orbital_gap_ev": 7.052, "e_above_lowest_ev": 2.635}



2.
{"formula": "C3H4N2O2", "method": "ωB97M-V/def2-TZVPD", "species": ["O", "C", "C", "N", "N", "O", "C", "H", "H", "H", "H"], "positions_angstrom": [[2.363, -0.634, 0.017], [0.993, -0.161, 0.076], [0.471, 1.114, -0.018], [-0.920, 1.121, -0.063], [-1.174, -0.146, -0.173], [-2.441, -0.685, 0.061], [-0.108, -0.944, -0.158], [2.883, 0.151, -0.178], [0.959, 2.071, 0.093], [-2.899, 0.157, 0.299], [-0.127, -2.045, 0.044]], "forces_ev_per_angstrom": [[-2.71, 1.01, 0.42], [1.87, -0.35, -1.92], [-1.34, 1.91, 0.93], [2.11, 0.21, -0.12], [-0.16, -1.84, 0.35], [0.20, 1.94, -0.18], [0.44, -3.24, 1.54], [0.20, 0.01, 0.02], [0.05, -0.03, -0.17], [-0.15, -0.87, -0.14], [-0.51, 1.25, -0.73]], "smiles": "Oc1cnn(O)c1", "e_homo_ha": -0.33808, "charge": 0, "orbital_gap_ev": 10.015, "e_above_lowest_ev": 4.510}



3.
{"formula": "C11H13AuBrO", "method": "ωB97M-V/def2-TZVPD", "species": ["C", "C", "C", "H", "C", "C", "H", "H", "H", "H", "Au", "Br", "C", "C", "C", "H", "C", "C", "H", "H", "H", "H", "C", "O", "H", "H", "H"], "positions_angstrom": [[-0.177, 2.199, 0.132], [-1.574, 2.442, 0.208], [-2.026, 2.144, 1.546], [-2.216, 2.778, -0.583], [-0.875, 1.681, 2.286], [0.261, 1.712, 1.431], [1.281, 1.481, 1.703], [0.459, 2.366, -0.724], [-2.923, 2.568, 1.979], [-0.889, 1.422, 3.328], [-1.168, -0.130, 0.480], [-0.091, -0.942, -1.499], [2.546, -3.284, -1.798], [3.527, -2.686, -0.948], [4.006, -1.499, -1.592], [3.860, -3.071, -0.002], [3.318, -1.367, -2.839], [2.417, -2.471, -2.969], [1.757, -2.653, -3.796], [2.002, -4.190, -1.604], [4.761, -0.834, -1.215], [3.458, -0.585, -3.563], [-4.395, 0.603, 2.030], [-3.159, 0.320, 1.457], [-4.270, 0.954, 3.080], [-4.955, -0.363, 1.991], [-4.937, 1.407, 1.480]], "forces_ev_per_angstrom": [[-1.56, 0.80, 0.62], [1.49, 0.38, 0.42], [0.39, 0.35, -0.37], [-0.05, 0.11, -0.24], [1.14, 0.46, -0.74], [-1.30, 0.41, 0.64], [-0.10, -0.11, -0.02], [-0.08, -0.21, -0.02], [0.10, -0.16, 0.02], [0.07, -0.14, 0.17], [-0.25, -1.29, 0.00], [0.39, -0.62, -0.73], [2.22, 0.76, 2.43], [-2.09, -1.71, -1.58], [-1.16, -0.10, -1.87], [-0.03, -0.04, 0.17], [-0.05, -1.03, 0.70], [1.39, 1.89, 0.11], [-0.13, 0.00, -0.10], [-0.11, -0.08, 0.11], [0.09, 0.16, 0.08], [-0.04, 0.15, -0.03], [0.90, -0.70, -0.42], [-0.54, 0.52, 0.33], [-0.34, -0.23, -0.16], [-0.27, 0.81, 0.33], [-0.06, -0.38, 0.15]], "e_homo_ha": [-0.12652, -0.13604], "charge": -1, "orbital_gap_ev": [6.916, 4.808], "e_above_lowest_ev": 0.000, "spin_multiplicity": 3}



4.
{"formula": "C31H18BrO8PV", "method": "ωB97M-V/def2-TZVPD", "species": ["V", "O", "C", "C", "O", "C", "C", "O", "C", "O", "O", "O", "C", "C", "C", "C", "C", "C", "C", "P", "C", "C", "C", "C", "C", "C", "C", "C", "C", "C", "C", "C", "H", "H", "H", "H", "H", "H", "H", "H", "H", "H", "H", "H", "H", "H", "Br", "C", "C", "C", "C", "C", "C", "C", "O", "O", "H", "H", "H", "H"], "positions_angstrom": [[0.484, -0.939, -0.144], [4.756, -0.499, 4.259], [3.898, -0.516, 3.399], [3.024, 0.701, 2.806], [2.988, 1.888, 3.196], [2.071, -0.027, 2.021], [2.416, -1.416, 1.830], [1.760, -2.239, 1.129], [3.654, -1.774, 2.584], [4.149, -2.870, 2.641], [1.037, 0.433, 1.359], [-0.894, -2.919, 0.267], [-1.368, -1.772, 0.107], [-2.637, -1.194, -0.083], [-3.695, -2.050, -0.346], [-4.948, -1.496, -0.630], [-5.103, -0.103, -0.692], [-4.032, 0.716, -0.390], [-2.776, 0.184, -0.086], [-1.352, 1.228, 0.249], [-1.271, 1.570, 1.993], [-0.176, 2.259, 2.602], [-0.018, 2.339, 3.969], [-0.978, 1.757, 4.811], [-2.182, 1.320, 4.242], [-2.338, 1.210, 2.853], [-1.119, 2.785, -0.628], [-0.152, 2.935, -1.659], [-0.200, 4.065, -2.485], [-1.150, 5.110, -2.220], [-2.084, 4.925, -1.233], [-2.077, 3.783, -0.445], [-3.638, -3.157, -0.191], [-5.722, -2.235, -0.859], [-6.077, 0.277, -1.018], [-4.091, 1.816, -0.339], [0.549, 2.743, 1.908], [0.829, 2.865, 4.390], [-0.819, 1.452, 5.862], [-2.983, 0.929, 4.875], [-3.235, 0.736, 2.438], [0.615, 2.218, -1.773], [0.513, 4.147, -3.328], [-1.141, 6.024, -2.814], [-2.818, 5.711, -1.065], [-2.834, 3.657, 0.302], [6.310, -3.736, -4.037], [4.516, -3.772, -3.581], [3.728, -4.904, -3.917], [2.356, -4.800, -3.793], [1.806, -3.634, -3.317], [2.562, -2.511, -2.839], [3.964, -2.653, -2.886], [1.786, -1.487, -2.029], [2.293, -0.596, -1.212], [0.500, -1.597, -2.095], [4.287, -5.806, -4.171], [1.698, -5.623, -4.087], [0.732, -3.557, -3.202], [4.625, -1.899, -2.499]], "forces_ev_per_angstrom": [[-0.63, 0.55, 2.78], [-0.76, 0.63, -0.05], [1.86, 0.90, -0.27], [-0.26, -0.35, 2.32], [0.60, -1.85, -0.91], [0.14, -1.24, -1.60], [0.77, 0.51, 0.44], [-0.83, 1.04, -0.92], [-2.49, 0.76, -0.09], [0.77, 0.01, 0.16], [0.50, -1.17, -0.77], [-1.93, 1.28, -0.59], [4.92, -0.44, 0.88], [-1.37, -1.42, 0.02], [-1.80, -0.18, 0.56], [0.71, -0.56, -0.33], [-0.68, -0.81, -0.37], [0.34, 0.84, 0.27], [-1.56, 1.17, -0.33], [3.32, -1.86, -0.50], [-1.21, 0.99, 2.12], [-0.22, 0.45, -1.73], [-0.42, -0.05, 0.42], [-0.81, -0.81, -0.26], [0.23, -0.54, -0.01], [0.79, -0.06, -0.42], [-1.12, 0.51, -0.92], [-1.44, 1.23, 0.40], [-0.30, 0.65, 0.42], [1.34, -1.34, -0.92], [-0.26, 0.59, 0.37], [0.47, 0.00, -0.53], [0.45, 1.17, -0.43], [-0.20, 0.73, 0.09], [0.40, 0.16, 0.32], [-0.43, -0.69, -0.30], [-0.43, -0.55, 0.92], [0.19, -0.30, -0.16], [0.09, 1.01, -0.52], [0.31, 0.10, -0.10], [0.27, 0.25, 0.22], [0.58, -0.88, -0.24], [-0.44, 0.09, 0.69], [-0.02, -0.31, 0.08], [0.03, -0.19, 0.09], [-0.28, -0.03, 0.42], [0.94, -0.13, 0.00], [-2.14, 0.15, 1.03], [1.57, 1.16, 0.40], [-0.06, -0.32, -0.24], [-0.34, 1.62, 0.66], [0.40, -1.97, 0.39], [-0.61, -0.55, -1.38], [0.28, 1.42, 0.65], [-0.44, -2.50, -2.51], [1.26, 0.44, 0.37], [-0.51, 0.19, -0.36], [0.31, 0.25, 0.23], [0.07, -0.04, -0.08], [0.10, 0.27, 0.10]], "e_homo_ha": [-0.15132, -0.15643], "charge": -1, "orbital_gap_ev": [5.965, 6.088], "spin_multiplicity": 3}